Record 1
Computed, not measured: the molecule C4H6S2 in a non-equilibrium geometry, with ωB97M-V/def2-TZVPD.

Last column: Mulliken charge in e.
Atoms and positions in Å:
C  2.28571  0.78646  -0.43942  -0.7767
C  1.71482  -0.51359  -0.54744  -0.1820
C  0.36586  -0.86642  0.00656  0.0972
S  -0.95047  -0.91863  -1.30993  -0.1656
C  0.06337  0.10079  1.16627  -0.5379
S  -1.19448  1.10919  1.32502  -0.1554
H  3.24148  0.90505  -0.81822  0.3086
H  1.70734  1.59235  -0.04867  0.2672
H  2.34428  -1.27490  -1.08648  0.2806
H  0.37425  -1.87071  0.36205  0.3032
H  -0.75646  0.44183  -1.72032  0.1629
H  0.82970  0.11394  1.95437  0.3980

The HOMO-LUMO gap is 8.46 eV. For the HOMO energy, the calculation gives -8.79 eV. For the lowest unoccupied orbital energy, the calculation gives -0.33 eV. The energy above the lowest of the compared OMol25 structures with the same formula, charge and spin is 1.637 eV.

Record 2
Computed, not measured: the molecule C10H14N4O5 in a non-equilibrium geometry, with ωB97M-V/def2-TZVPD.

Last column: Mulliken charge in e.
Atoms and positions in Å:
N  0.86741  0.10397  1.67780  -0.6919
C  0.84849  -0.14689  0.22132  0.4343
C  1.77385  -1.30458  -0.13775  -0.7832
C  3.19952  -0.72636  -0.31206  0.3272
C  3.60828  0.10511  -1.31626  -0.3091
N  4.77380  0.72839  -0.74241  -0.1078
C  5.05185  0.05918  0.39219  -0.3506
N  4.18637  -0.84345  0.67688  -0.6483
C  -0.55084  -0.70090  -0.13893  0.2179
O  -0.93517  -1.42045  -1.08616  -0.8577
N  -1.41482  -0.46023  0.82464  -0.0680
C  -2.78749  -0.42862  0.51178  -0.3340
C  -3.13063  0.82886  -0.47801  -1.0177
C  -2.28139  2.17585  -0.04436  0.7374
O  -1.15816  2.44655  0.23051  -0.4703
O  -3.08192  3.24227  -0.45973  -0.5301
C  -3.76925  -1.53419  0.04139  0.2692
O  -4.97310  -1.33244  0.39716  -0.6434
O  -3.39653  -2.46814  -0.73725  -0.4755
H  1.23035  -0.66038  2.28873  0.2228
H  1.35995  0.95291  2.01111  0.2400
H  1.04156  0.76025  -0.47008  0.3287
H  1.25896  -1.85712  -0.99166  0.3079
H  1.74636  -1.92869  0.67983  0.5565
H  3.06418  0.44017  -2.31797  0.3451
H  5.32118  1.55005  -0.90846  0.1948
H  5.88313  0.21199  1.00990  0.4782
H  -1.07413  0.04409  1.65803  0.4692
H  -3.45081  -0.07275  1.39551  0.3815
H  -2.80150  0.47103  -1.45712  0.3395
H  -4.07559  1.21864  -0.52462  0.6100
H  -3.89615  2.95167  -0.91514  0.3522
H  -2.43774  -2.40579  -0.97882  0.4751

The HOMO-LUMO gap is 9.51 eV. For the HOMO energy, the calculation gives -9.04 eV. For the lowest unoccupied orbital energy, the calculation gives 0.47 eV. The energy above the lowest of the compared OMol25 structures with the same formula, charge and spin is 3.786 eV.

Record 3
Computed, not measured: a structure of composition C39H64FGeNO4PW in a non-equilibrium geometry, with ωB97M-V/def2-TZVPD.

Last column: Mulliken charge in e.
Atoms and positions in Å:
W  -0.69350  -1.17818  0.49404  2.3090
C  1.81726  -2.18474  3.47753  -1.3898
C  0.77071  -1.08557  3.39363  1.3713
C  -0.48491  -1.39544  4.18163  -1.1302
C  1.33960  0.26789  3.76710  -1.3926
O  0.36958  -1.01322  1.95959  0.5179
Ge  -0.63647  -3.74835  1.36446  -0.0993
O  -2.08946  -2.71302  0.74431  -0.4013
C  -3.51346  -2.99979  1.19521  1.1496
C  -3.52551  -3.12617  2.70417  -1.4492
C  -3.84369  -4.30989  0.50021  -1.5318
C  -4.41938  -1.89015  0.71132  -1.4443
O  0.21603  -3.03340  -0.14331  0.2050
C  0.42050  -3.94249  -1.33535  1.2896
C  0.57989  -5.34924  -0.78179  -2.0799
C  -0.79211  -3.83758  -2.23500  -1.1647
C  1.69165  -3.46741  -2.00767  -1.3705
H  2.40154  -2.05826  4.38908  0.4729
H  1.36654  -3.17832  3.51316  0.3496
H  2.50407  -2.12698  2.63225  0.1284
H  -0.23711  -1.44618  5.24211  0.5632
H  -1.23969  -0.62215  4.03605  0.1354
H  -0.90399  -2.36417  3.89835  0.1702
H  1.55534  0.26935  4.83565  0.6142
H  2.26584  0.47076  3.23144  0.2462
H  0.62103  1.06251  3.56299  0.2168
H  -2.95563  -3.98775  3.06271  0.3775
H  -3.14717  -2.21593  3.17157  0.1840
H  -4.55455  -3.26674  3.03536  0.5148
H  -3.10796  -5.08683  0.73213  0.3317
H  -4.81200  -4.66854  0.84869  0.5468
H  -3.89373  -4.17917  -0.58023  0.3424
H  -4.33354  -1.00064  1.32641  0.1824
H  -4.20512  -1.63723  -0.32732  0.2829
H  -5.44797  -2.24790  0.77109  0.5781
H  -0.36332  -5.74795  -0.38507  0.5068
H  0.88071  -6.02351  -1.58407  0.4462
H  1.35276  -5.39170  -0.01117  0.4937
H  -1.70650  -4.10904  -1.70525  0.0068
H  -0.91059  -2.83375  -2.63732  0.0930
H  -0.66447  -4.53253  -3.06579  0.6280
H  2.57718  -3.84510  -1.49758  0.4442
H  1.71596  -3.80524  -3.04410  0.4104
H  1.71842  -2.38061  -1.99973  0.1526
F  -1.54034  -1.05284  -1.18184  -0.8129
O  0.68404  -0.13763  -0.53485  0.0327
P  1.53206  0.92227  -1.29810  0.1754
C  3.24809  0.30154  -1.32081  0.9631
C  3.65863  -0.55565  -0.10223  -0.7255
C  4.34167  0.20525  1.03019  0.2040
C  5.46096  1.10493  0.52201  -1.3425
C  4.92626  2.09073  -0.50771  -0.5154
C  4.30417  1.36649  -1.69881  -1.4549
C  0.88385  1.01353  -2.98498  -0.1655
C  0.85375  -0.34490  -3.70812  0.2314
C  0.53416  -0.11074  -5.18233  -0.9605
C  1.71003  0.59538  -5.87619  -0.8506
C  2.48059  1.50277  -4.90465  -0.9287
C  1.54445  2.11203  -3.86462  -1.3557
C  1.40894  2.58081  -0.56133  0.6512
C  0.19808  3.41321  -1.03896  -2.0446
C  -1.03446  3.10902  -0.19801  0.1627
C  -0.82309  3.56103  1.25994  0.1266
C  0.66560  3.64326  1.61589  -1.9412
C  1.44026  2.49147  0.98282  0.3131
H  3.18791  -0.38825  -2.17014  0.6807
H  4.34952  -1.31748  -0.47342  0.6430
H  2.78713  -1.09214  0.27776  -0.3334
H  4.73675  -0.51784  1.74733  0.5665
H  3.60790  0.81190  1.57070  -0.5920
H  6.24458  0.49236  0.06440  0.4199
H  5.92412  1.63685  1.35348  0.4770
H  5.72990  2.73009  -0.87498  0.5039
H  4.20043  2.75574  -0.02964  0.1029
H  5.10178  0.84607  -2.23611  0.6563
H  3.89419  2.08577  -2.40940  0.2339
H  -0.16206  1.28720  -2.79985  0.7864
H  0.11273  -0.98821  -3.23290  -0.7428
H  1.82099  -0.85388  -3.64371  0.3196
H  -0.37405  0.49427  -5.25424  0.3642
H  0.31299  -1.05639  -5.67681  0.4245
H  1.34060  1.18236  -6.71770  0.3901
H  2.39229  -0.14675  -6.29358  0.3461
H  2.98259  2.30021  -5.45248  0.5825
H  3.27153  0.93665  -4.40343  0.1294
H  0.75152  2.65868  -4.38000  0.6205
H  2.06736  2.85718  -3.26345  0.6286
H  2.31700  3.07640  -0.91984  0.7281
H  0.00340  3.27619  -2.10008  0.5888
H  0.46698  4.46580  -0.92735  0.5500
H  -1.22755  2.03201  -0.23512  -0.4459
H  -1.91323  3.59189  -0.62626  0.7994
H  -1.32263  2.85929  1.93489  -0.5179
H  -1.28690  4.53453  1.42295  0.4978
H  0.80189  3.63158  2.69853  0.5796
H  1.08687  4.59066  1.27240  0.3884
H  0.98577  1.55018  1.30039  -1.2024
H  2.46974  2.48571  1.33890  0.6595
N  -7.54538  5.65702  2.94716  -0.4241
C  -6.73772  4.88098  2.69559  -0.2161
C  -5.73142  3.90049  2.38539  0.6152
C  -4.75657  3.59374  3.33426  -0.9889
C  -3.79760  2.64469  3.04189  -0.0460
C  -3.81405  2.00249  1.79859  0.4179
C  -4.79116  2.31960  0.84783  -0.1559
C  -5.74945  3.26947  1.14244  -0.8686
C  -2.83013  1.02573  1.48641  -0.7850
C  -1.97683  0.19683  1.20695  0.0009
H  -4.75804  4.09988  4.28925  0.4918
H  -3.03549  2.39726  3.76820  0.4589
H  -4.78977  1.82232  -0.11263  0.6086
H  -6.50892  3.52924  0.41864  0.4877

The spin multiplicity is 2. As for the expectation value of S²: 0.7707. The HOMO-LUMO gap (alpha / beta) is 6.37 / 6.15 eV. For the HOMO energy (alpha / beta), the calculation gives -13.30 / -13.79 eV. For the lowest unoccupied orbital energy (alpha / beta), the calculation gives -6.94 / -7.64 eV. The energy above the lowest of the compared OMol25 structures with the same formula, charge and spin is 0.045 eV. The charge is +2.

Record 4
Computed, not measured: the molecule C14H20N4O4 in a non-equilibrium geometry, with ωB97M-V/def2-TZVPD.

Last column: Mulliken charge in e.
Atoms and positions in Å:
O  -0.32592  1.51240  -1.78334  -0.6158
C  0.28553  0.48004  -1.63534  0.6910
C  1.01041  -0.21073  -2.79916  -1.0813
N  1.46559  -1.55520  -2.61979  0.6327
C  2.75026  -1.76137  -1.99075  -1.1490
C  3.87708  -2.07340  -2.99576  -0.8528
C  3.97859  -3.54368  -3.41031  -0.6795
C  3.13042  -3.95826  -4.61677  -0.8572
C  1.65951  -3.53963  -4.58239  -0.5492
C  0.94591  -3.87612  -3.26736  -0.8255
C  0.47891  -2.60403  -2.54201  -0.8419
N  0.40790  -0.17378  -0.43377  0.7087
N  -0.07919  0.12751  0.77895  -1.0955
C  -0.79927  1.15953  1.01249  -0.7215
C  -1.26201  1.37312  2.35407  0.5840
C  -1.07460  0.63472  3.51289  -0.5629
C  -1.75507  1.31250  4.52840  -0.3595
C  -2.31276  2.41975  3.92270  0.0023
N  -3.10412  3.44978  4.47538  0.9815
O  -3.34289  3.36553  5.66648  -0.5926
O  -3.48661  4.33447  3.74018  -0.5730
O  -2.01418  2.45359  2.61283  -0.3082
H  1.86450  0.42583  -3.05376  0.3216
H  0.32181  -0.16167  -3.65084  0.4184
H  3.03715  -0.85620  -1.44141  0.5545
H  2.68535  -2.58120  -1.26571  0.5499
H  3.74876  -1.44553  -3.87782  0.2919
H  4.81945  -1.78967  -2.52204  0.4022
H  3.73577  -4.16908  -2.54866  0.2915
H  5.01893  -3.76042  -3.66563  0.3702
H  3.57657  -3.53443  -5.51966  0.3738
H  3.19192  -5.04613  -4.70490  0.3100
H  1.15424  -4.02458  -5.41924  0.4231
H  1.59710  -2.46369  -4.74306  0.2684
H  0.07085  -4.50132  -3.44847  0.4611
H  1.61159  -4.44285  -2.61860  0.3678
H  -0.42546  -2.23175  -3.02861  0.4649
H  0.21028  -2.86831  -1.50304  0.3006
H  0.94808  -1.02963  -0.41770  0.2718
H  -1.09633  1.89975  0.27596  0.5786
H  -0.51450  -0.27305  3.58872  0.5244
H  -1.84306  1.05339  5.56342  0.5205

The HOMO-LUMO gap is 7.83 eV. For the HOMO energy, the calculation gives -8.60 eV. For the lowest unoccupied orbital energy, the calculation gives -0.77 eV. The energy above the lowest of the compared OMol25 structures with the same formula, charge and spin is 6.480 eV.

Record 5
Computed, not measured: a cluster of 2 separate species, C3H11N5 in total in a non-equilibrium geometry, with ωB97M-V/def2-TZVPD.

Last column: Mulliken charge in e.
Atoms and positions in Å:
H  0.41307  2.90580  -0.34526  0.2016
N  1.04974  2.08329  -0.31100  -0.5875
N  1.13149  1.51828  0.78484  0.3668
N  0.58184  2.04313  1.86319  -0.4850
H  0.59590  1.45854  2.68276  0.2538
H  -0.17611  2.72033  1.77436  0.2201
C  0.59529  -2.82327  -0.12002  -0.7140
C  0.57469  -1.51526  -0.30729  -0.2014
C  -0.60403  -0.76691  -0.84775  -0.0321
N  -1.19073  0.03069  0.38788  -0.5660
N  -0.20290  0.11513  -1.87965  -0.6831
H  -0.23891  -3.45439  -0.39317  0.2440
H  1.43298  -3.31262  0.35194  0.2789
H  1.40037  -0.88735  -0.00242  0.2143
H  -1.37674  -1.46194  -1.21438  0.3517
H  -2.07597  0.45997  0.12709  0.2007
H  -1.35958  -0.60283  1.16145  0.2278
H  0.45955  0.88865  -1.45426  0.4794
H  -1.00994  0.60074  -2.25829  0.2301

The HOMO-LUMO gap is 9.85 eV. For the HOMO energy, the calculation gives -8.94 eV. For the lowest unoccupied orbital energy, the calculation gives 0.91 eV. The energy above the lowest of the compared OMol25 structures with the same formula, charge and spin is 2.992 eV.

Record 6
Computed, not measured: the ion CH5FN3O with charge +1 in a non-equilibrium geometry, with ωB97M-V/def2-TZVPD.

Last column: Mulliken charge in e.
Atoms and positions in Å:
N  1.73136  -0.70582  -0.61669  -0.3347
C  0.54426  -0.40483  0.00146  0.7387
O  0.45048  -1.00799  1.16901  -0.4086
N  -0.41697  0.40418  -0.42656  -0.1034
N  -1.76023  0.65898  0.43513  -0.1157
F  -1.62075  1.94264  0.87462  -0.1047
H  1.84743  -0.39735  -1.54819  0.2257
H  2.26839  -1.04222  0.09348  0.2322
H  -0.39773  -1.18323  1.53402  0.3703
H  -0.23676  0.94694  -1.20220  0.2019
H  -2.40948  0.78869  -0.31409  0.2984

The HOMO-LUMO gap is 12.78 eV. For the HOMO energy, the calculation gives -16.51 eV. For the lowest unoccupied orbital energy, the calculation gives -3.73 eV. The energy above the lowest of the compared OMol25 structures with the same formula, charge and spin is 2.593 eV. The charge is +1.

The lowest energy above the lowest of the compared OMol25 structures with the same formula, charge and spin belongs to which entry? C39H64FGeNO4PW